ORCA calculation (wB97M-V/def2-TZVPD) on C20H16BF3N2O4 in the gas phase in a non-equilibrium geometry.

F_max (eV Å⁻¹): 2.9
ΔE to the lowest compared entry with this formula, charge and spin (eV): 0.1233
LUMO (eV): 0.12
M (g mol⁻¹): 416.164
Orbital gap (eV): 8.4
Net charge: 0
Structure (SMILES): Cc1ccc(NC(=O)c2ccc(Oc3ccc(C(F)(F)F)cc3)nc2)c(B(O)O)c1

Positions of all 46 atoms, in Å:
C (6.123, -3.380, -3.815)
C (5.054, -2.804, -2.947)
C (3.750, -3.218, -2.988)
C (2.794, -2.654, -2.173)
C (3.124, -1.651, -1.272)
N (2.183, -1.044, -0.485)
C (0.865, -1.497, -0.288)
O (0.461, -2.543, -0.757)
C (-0.017, -0.599, 0.505)
C (0.474, 0.084, 1.588)
C (-0.388, 0.852, 2.312)
C (-1.710, 0.958, 1.921)
O (-2.486, 1.747, 2.753)
C (-3.802, 2.002, 2.361)
C (-4.598, 0.984, 1.823)
C (-5.906, 1.230, 1.434)
C (-6.381, 2.527, 1.591)
C (-7.805, 2.899, 1.152)
F (-7.905, 4.247, 1.081)
F (-8.051, 2.352, -0.069)
F (-8.693, 2.443, 2.088)
C (-5.599, 3.564, 2.063)
C (-4.347, 3.277, 2.502)
N (-2.160, 0.408, 0.791)
C (-1.312, -0.346, 0.095)
C (4.440, -1.160, -1.295)
B (4.756, 0.010, -0.302)
O (5.675, -0.347, 0.685)
O (4.155, 1.254, -0.417)
C (5.382, -1.754, -2.095)
H (6.410, -4.399, -3.535)
H (6.999, -2.737, -3.847)
H (5.778, -3.378, -4.853)
H (3.561, -4.039, -3.670)
H (1.782, -3.025, -2.155)
H (2.465, -0.183, 0.003)
H (1.503, -0.070, 1.863)
H (-0.122, 1.305, 3.239)
H (-4.124, 0.016, 1.694)
H (-6.596, 0.476, 1.126)
H (-6.017, 4.583, 2.189)
H (-3.725, 4.074, 2.847)
H (-1.713, -0.909, -0.772)
H (5.671, 0.447, 1.254)
H (3.661, 1.396, -1.231)
H (6.389, -1.399, -2.000)

---

ORCA calculation (wB97M-V/def2-TZVPD) on a molecular structure, C20H16BrN4O5ReSbSe4.

F_max (eV Å⁻¹): 0.2
ΔE to the lowest compared entry with this formula, charge and spin (eV): 0.1435
LUMO (eV): -4.72
M (g mol⁻¹): 1096.082
Orbital gap (eV): 6.7
Net charge: +1

Positions of all 52 atoms, in Å:
Re (0.118, -1.957, -0.275)
Br (0.286, -1.548, 3.351)
C (-1.180, -2.414, 2.576)
C (-2.195, -2.858, 3.410)
C (-3.287, -3.503, 2.860)
C (-3.337, -3.692, 1.488)
C (-2.292, -3.229, 0.728)
N (-1.216, -2.597, 1.251)
C (-2.288, -3.396, -0.771)
O (-3.202, -3.893, -1.355)
O (-1.178, -2.931, -1.344)
H (-2.114, -2.689, 4.473)
H (-4.089, -3.849, 3.497)
H (-4.159, -4.181, 0.986)
N (1.923, 0.240, -3.399)
C (1.710, -0.908, -2.768)
O (0.684, -1.046, -2.073)
C (2.705, -1.983, -2.927)
C (2.267, -3.339, -2.989)
N (1.914, -4.431, -3.039)
C (3.998, -1.641, -2.963)
N (5.099, -1.183, -3.041)
H (1.281, 1.004, -3.248)
H (2.624, 0.325, -4.117)
C (-1.404, 6.127, 0.787)
C (-1.131, 4.661, 0.613)
C (-1.956, 3.869, -0.172)
C (-1.748, 2.505, -0.322)
C (-2.716, 1.750, -1.196)
C (-0.645, 1.919, 0.338)
C (0.219, 2.709, 1.131)
C (1.415, 2.168, 1.868)
C (-0.054, 4.061, 1.256)
C (-0.389, 0.490, 0.178)
O (-1.252, -0.334, -0.290)
O (0.725, -0.069, 0.462)
H (-2.023, 6.514, -0.020)
H (-0.477, 6.699, 0.821)
H (-1.932, 6.302, 1.726)
H (-2.793, 4.326, -0.687)
H (-3.393, 2.452, -1.678)
H (-3.310, 1.045, -0.615)
H (-2.212, 1.168, -1.967)
H (2.176, 1.796, 1.183)
H (1.145, 1.336, 2.517)
H (1.853, 2.955, 2.479)
H (0.598, 4.669, 1.871)
Se (6.468, -2.255, 2.027)
Sb (5.793, -2.815, -0.109)
Se (1.890, -3.061, 0.399)
Se (4.929, -4.555, -1.363)
Se (6.154, -0.734, -1.548)

---

> Among the records above, which one has the highest M?

C20H16BrN4O5ReSbSe4

---

What did the first record say?
ORCA calculation (wB97M-V/def2-TZVPD) on C20H16BF3N2O4 in the gas phase in a non-equilibrium geometry.

F_max (eV Å⁻¹): 2.9
ΔE to the lowest compared entry with this formula, charge and spin (eV): 0.1233
LUMO (eV): 0.12
M (g mol⁻¹): 416.164
Orbital gap (eV): 8.4
Net charge: 0
Structure (SMILES): Cc1ccc(NC(=O)c2ccc(Oc3ccc(C(F)(F)F)cc3)nc2)c(B(O)O)c1

Positions of all 46 atoms, in Å:
C (6.123, -3.380, -3.815)
C (5.054, -2.804, -2.947)
C (3.750, -3.218, -2.988)
C (2.794, -2.654, -2.173)
C (3.124, -1.651, -1.272)
N (2.183, -1.044, -0.485)
C (0.865, -1.497, -0.288)
O (0.461, -2.543, -0.757)
C (-0.017, -0.599, 0.505)
C (0.474, 0.084, 1.588)
C (-0.388, 0.852, 2.312)
C (-1.710, 0.958, 1.921)
O (-2.486, 1.747, 2.753)
C (-3.802, 2.002, 2.361)
C (-4.598, 0.984, 1.823)
C (-5.906, 1.230, 1.434)
C (-6.381, 2.527, 1.591)
C (-7.805, 2.899, 1.152)
F (-7.905, 4.247, 1.081)
F (-8.051, 2.352, -0.069)
F (-8.693, 2.443, 2.088)
C (-5.599, 3.564, 2.063)
C (-4.347, 3.277, 2.502)
N (-2.160, 0.408, 0.791)
C (-1.312, -0.346, 0.095)
C (4.440, -1.160, -1.295)
B (4.756, 0.010, -0.302)
O (5.675, -0.347, 0.685)
O (4.155, 1.254, -0.417)
C (5.382, -1.754, -2.095)
H (6.410, -4.399, -3.535)
H (6.999, -2.737, -3.847)
H (5.778, -3.378, -4.853)
H (3.561, -4.039, -3.670)
H (1.782, -3.025, -2.155)
H (2.465, -0.183, 0.003)
H (1.503, -0.070, 1.863)
H (-0.122, 1.305, 3.239)
H (-4.124, 0.016, 1.694)
H (-6.596, 0.476, 1.126)
H (-6.017, 4.583, 2.189)
H (-3.725, 4.074, 2.847)
H (-1.713, -0.909, -0.772)
H (5.671, 0.447, 1.254)
H (3.661, 1.396, -1.231)
H (6.389, -1.399, -2.000)